Record 1
Entry from OMol25: a gas-phase ion, C5H15N2 (charge +1) in a non-equilibrium geometry (the ωB97M-V functional and the def2-TZVPD basis).

Element x y z (Å)
1 C 1.37337 1.93052 -0.04827
2 C 0.88542 0.73665 0.87440
3 C 0.56825 -0.51826 0.11808
4 N 1.35838 -1.70878 0.84007
5 C -0.89904 -0.91002 0.19601
6 N -1.78000 0.15881 -0.23531
7 C -1.69789 0.48690 -1.63765
8 H 1.70162 1.51456 -0.99526
9 H 0.63310 2.71580 -0.03287
10 H 2.16675 2.46171 0.50940
11 H -0.06605 1.07723 1.30226
12 H 1.61472 0.64750 1.67803
13 H 0.91599 -0.53614 -0.92136
14 H 2.22283 -1.39288 1.26395
15 H 0.69785 -2.12565 1.49212
16 H 1.54296 -2.37684 0.09528
17 H -0.99666 -1.76370 -0.49367
18 H -1.12634 -1.31485 1.18222
19 H -2.69289 -0.26978 -0.10075
20 H -1.84267 -0.34312 -2.35482
21 H -2.42562 1.21901 -1.97111
22 H -0.73139 0.93451 -1.86786

Properties
Largest force on an atom   0.04473 hartree/bohr
SMILES string   CC[C@@H]([NH3+])CNC
Total charge   +1
Spin multiplicity   1
Energy relative to the best compared isomer or geometry (same formula, charge and spin)   150.68 kJ/mol
HOMO-LUMO gap   0.353 Eh
HOMO energy   -13.1 eV

Here are the natural (NBO) charges for atoms 1 to 4, given in e: -0.608 -0.475 -0.005 -0.689

***

Record 2
Entry from OMol25: a molecular structure, C24H20AuClF3P in a non-equilibrium geometry (the ωB97M-V functional and the def2-TZVPD basis).

Element x y z (Å)
1 C -0.99647 -1.49508 3.62304
2 C -0.84636 -2.23832 2.40825
3 C 0.54284 -2.46683 2.18777
4 H -1.66266 -2.62297 1.79963
5 C 1.27047 -1.91862 3.28857
6 C 0.32482 -1.31372 4.19041
7 H 0.53589 -0.93189 5.19052
8 H -1.93355 -1.29718 4.14339
9 H 0.97736 -3.00386 1.34846
10 H 2.34383 -2.00119 3.45505
11 Au 0.19323 0.18848 2.33537
12 Cl 2.18573 1.46123 2.21454
13 P 0.14238 0.22500 -0.09389
14 C 1.34527 -0.86433 -0.92536
15 C 1.05506 -1.58589 -2.09953
16 H 0.04817 -1.57422 -2.52612
17 C 2.05492 -2.32573 -2.73662
18 H 1.81596 -2.88655 -3.64161
19 C 3.35310 -2.34945 -2.22238
20 H 4.13234 -2.92674 -2.72555
21 C 3.65169 -1.62917 -1.06099
22 H 4.66168 -1.64125 -0.65351
23 C 2.65574 -0.89235 -0.41972
24 H 2.89596 -0.31160 0.47654
25 C -1.47316 -0.24419 -0.80301
26 C -1.89802 -1.58527 -0.74551
27 H -1.22798 -2.35802 -0.35802
28 C -3.17325 -1.94239 -1.19150
29 H -3.50443 -2.97922 -1.10856
30 C -4.02508 -0.97441 -1.73508
31 H -5.02152 -1.25258 -2.08215
32 C -3.60021 0.35445 -1.81898
33 H -4.26059 1.11481 -2.23852
34 C -2.33718 0.72399 -1.34922
35 H -2.01554 1.76521 -1.41810
36 C 0.48968 1.85485 -0.82930
37 C 1.01277 1.99807 -2.12521
38 H 1.27750 1.11632 -2.71600
39 C 1.20401 3.27409 -2.66107
40 H 1.60540 3.38197 -3.66855
41 C 0.89579 4.40949 -1.90465
42 H 1.05287 5.40443 -2.32390
43 C 0.39173 4.26988 -0.60857
44 H 0.15527 5.14875 -0.00750
45 C 0.19246 3.00060 -0.07773
46 H -0.16561 2.88992 0.94830
47 F -1.53499 1.25857 4.48608
48 C -1.31201 1.54121 3.17540
49 F -2.49319 1.37749 2.50447
50 F -0.98214 2.85422 3.10058

Properties
Largest force on an atom   0.02070 hartree/bohr
Spin multiplicity   3
Energy relative to the best compared isomer or geometry (same formula, charge and spin)   0.00 kJ/mol
HOMO-LUMO gap (alpha / beta)   0.289 / 0.239 Eh
HOMO energy (alpha / beta)   -7.3 / -8.3 eV

Here are the Mulliken charges for atoms 1 to 4, given in e: -1.139 -0.198 -0.373 0.539

***

Record 3
Entry from OMol25: a molecular structure, C10H18BIrN2O2Se2 in a non-equilibrium geometry (the ωB97M-V functional and the def2-TZVPD basis).

Element x y z (Å)
1 Ir -0.02258 -0.15258 0.25081
2 C -0.60354 2.37606 3.51783
3 Se -1.27388 0.89344 2.43688
4 C -2.54052 1.91402 1.30631
5 C -1.88861 2.88484 0.33942
6 Se -0.86348 2.03612 -1.13330
7 C 0.71845 3.18282 -1.07236
8 H -1.33992 2.57808 4.29531
9 H -0.44944 3.26570 2.91491
10 H 0.32707 2.07644 3.99257
11 H -3.19453 2.46072 1.99208
12 H -3.14567 1.16793 0.78575
13 H -1.20605 3.56926 0.84544
14 H -2.66661 3.47978 -0.14423
15 H 0.41762 4.20729 -1.28291
16 H 1.40388 2.85795 -1.85310
17 H 1.19576 3.11752 -0.09644
18 N 2.39224 -0.79976 0.94405
19 N 2.17726 -0.43701 -0.43758
20 H 3.29317 -0.47767 1.30140
21 H 2.35194 -1.81230 1.05084
22 H 2.39962 -1.19570 -1.08700
23 H 2.75243 0.36612 -0.69081
24 O -0.65163 -3.04545 -0.66901
25 B -1.18522 -1.88027 -0.10245
26 O -2.51366 -2.13573 0.24889
27 C -2.78614 -3.40522 -0.08703
28 C -3.94722 -4.14634 0.06175
29 C -3.89876 -5.46330 -0.35504
30 C -2.73508 -6.02862 -0.91779
31 C -1.57827 -5.29293 -1.08632
32 C -1.61394 -3.97615 -0.66111
33 H -4.83806 -3.71409 0.48557
34 H -4.77473 -6.08390 -0.24742
35 H -2.75780 -7.06332 -1.22056
36 H -0.68782 -5.70914 -1.52626

Properties
Largest force on an atom   0.05829 hartree/bohr
Total charge   +2
Spin multiplicity   1
HOMO-LUMO gap (alpha / beta)   0.162 / 0.158 Eh
HOMO energy (alpha / beta)   -13.4 / -13.4 eV

Here are the natural (NBO) charges for atoms 1 to 4, given in e: 0.468 -0.764 0.488 -0.568

***

Record 4
Entry from OMol25: a gas-phase ion, C4H8N3S (charge +1) in a non-equilibrium geometry (the ωB97M-V functional and the def2-TZVPD basis).

Element x y z (Å)
1 C -0.36214 -2.23101 0.25754
2 C 0.16953 -0.87561 0.83316
3 N -0.84522 -0.12140 1.42775
4 N -1.01661 1.00281 0.93364
5 C -0.17122 1.21269 -0.14345
6 C 0.07708 2.55160 -0.81281
7 S -1.23450 1.70053 -1.59812
8 N 0.77964 0.00156 -0.26261
9 H -1.21292 -2.20242 -0.32719
10 H -0.55122 -2.91564 1.14902
11 H 0.37821 -2.75506 -0.26658
12 H 0.94406 -1.19306 1.59175
13 H -0.36202 3.36545 -0.12620
14 H 0.92367 2.67214 -1.45257
15 H 1.76176 0.18559 -0.04976
16 H 0.72190 -0.39817 -1.15357

Properties
Largest force on an atom   0.07073 hartree/bohr
SMILES string   C[C@@H]1N=N[C@@]2(CS2)[NH2+]1
Total charge   +1
Spin multiplicity   1
Energy relative to the best compared isomer or geometry (same formula, charge and spin)   358.13 kJ/mol
HOMO-LUMO gap   0.343 Eh
HOMO energy   -13.9 eV

Here are the natural (NBO) charges for atoms 1 to 4, given in e: -0.632 0.034 -0.085 -0.081